This record from the OMol25 dataset describes a 2-piece molecular cluster, C2H6BrNO overall in a non-equilibrium geometry. The level of theory is ωB97M-V/def2-TZVPD.

Positions of all 11 atoms, in Å:
C: 1.11 0.63 -1.07
N: 0.42 0.39 -0.06
C: 0.65 -0.98 0.58
O: -0.36 1.17 0.50
H: 0.88 1.66 -1.36
H: 1.68 -0.22 -1.49
H: 0.49 -0.72 1.54
H: -0.26 -1.59 0.31
H: 1.61 -1.45 0.24
Br: -3.73 0.20 0.11
H: -2.47 0.90 0.70

Energy relative to the best compared isomer or geometry (same formula, charge and spin) ... 2.0149 eV
SMILES ... C=[N+](C)[O-].Br
LUMO energy ... 0.028 Ha

This record from the OMol25 dataset describes C2H6BrNO2S as an isolated structure in a non-equilibrium geometry. The level of theory is ωB97M-V/def2-TZVPD.

Positions of all 13 atoms, in Å:
C: -0.55 2.03 -0.43
C: 0.57 -1.90 -0.56
N: -0.59 0.48 -0.22
O: 0.68 -0.45 1.70
O: 1.90 0.33 -0.29
S: 0.77 -0.34 0.25
Br: -2.02 -0.24 0.65
H: -1.11 2.49 0.48
H: 0.42 2.32 -0.26
H: -0.99 2.34 -1.37
H: 1.50 -2.21 -0.65
H: 0.02 -2.53 0.09
H: 0.11 -1.60 -1.51

Energy relative to the best compared isomer or geometry (same formula, charge and spin) ... 1.8836 eV
LUMO energy ... 0.011 Ha

This record from the OMol25 dataset describes one molecule with the formula C2H6BrOP in a non-equilibrium geometry. The level of theory is ωB97M-V/def2-TZVPD.

Positions of all 11 atoms, in Å:
C: -1.41 -0.37 -0.49
P: 0.24 -0.56 0.29
C: 1.27 0.94 0.11
O: 1.06 -1.83 -0.01
Br: -0.27 -0.55 2.48
H: -2.32 -0.04 0.00
H: -1.37 0.49 -1.30
H: -1.52 -1.37 -1.09
H: 0.72 1.74 0.36
H: 2.21 0.82 0.67
H: 1.39 0.73 -1.00

Energy relative to the best compared isomer or geometry (same formula, charge and spin) ... 0.5313 eV
SMILES ... CP(C)(=O)Br
LUMO energy ... 0.022 Ha

This record from the OMol25 dataset describes a 2-piece molecular cluster, C2H6Cl2N6 overall in a non-equilibrium geometry. The level of theory is ωB97M-V/def2-TZVPD.

Positions of all 16 atoms, in Å:
C: -3.24 -0.48 0.27
C: 2.79 0.60 0.31
N: -0.98 -0.17 0.62
N: 1.08 -0.54 -0.67
N: -4.14 -1.39 -0.13
N: 3.43 1.66 0.62
N: -1.92 -0.86 0.18
N: 1.70 0.52 -0.60
Cl: -3.55 1.07 1.02
Cl: 3.02 -0.69 1.27
H: -4.07 -2.42 -0.16
H: -5.07 -1.08 -0.15
H: 3.32 2.63 0.07
H: 4.01 1.58 1.39
H: -1.85 -1.83 -0.27
H: 1.37 1.25 -1.24

Net charge ... +2
Energy relative to the best compared isomer or geometry (same formula, charge and spin) ... 3.2441 eV
LUMO energy (alpha / beta) ... -0.343 / -0.342 Ha

This record from the OMol25 dataset describes one molecule with the formula C2H6Cl2NP in a non-equilibrium geometry. The level of theory is ωB97M-V/def2-TZVPD.

Positions of all 12 atoms, in Å:
C: -0.88 0.34 -1.75
N: -0.61 0.26 -0.36
P: 1.02 0.12 0.10
C: 0.99 -0.28 1.92
Cl: 2.09 -1.40 -0.70
Cl: 2.30 1.69 -0.43
H: -0.13 0.03 -2.37
H: -1.05 1.36 -2.19
H: -1.98 -0.09 -1.75
H: 0.38 0.47 2.53
H: 0.39 -1.28 1.94
H: 2.04 -0.27 2.28

Energy relative to the best compared isomer or geometry (same formula, charge and spin) ... 0.8053 eV
SMILES ... CN=P(C)(Cl)Cl
LUMO energy ... 0.011 Ha

This record from the OMol25 dataset describes a 2-piece molecular cluster, C2H6Cl2P overall in a non-equilibrium geometry. The level of theory is ωB97M-V/def2-TZVPD.

Positions of all 11 atoms, in Å:
C: 1.77 -0.36 -2.01
C: -0.59 0.43 1.80
P: -0.90 -0.10 0.07
Cl: -1.89 -1.81 0.07
Cl: -2.27 1.36 -0.64
H: 2.43 0.61 -2.04
H: 1.13 -0.74 -2.81
H: 1.82 -0.91 -1.09
H: 0.00 -0.17 2.37
H: -1.47 0.38 2.40
H: -0.03 1.30 1.88

Net charge ... +1
Energy relative to the best compared isomer or geometry (same formula, charge and spin) ... 4.5810 eV
LUMO energy (alpha / beta) ... -0.303 / -0.229 Ha

Question: The lowest energy relative to the best compared isomer or geometry (same formula, charge and spin) belongs to which entry?
Answer: C2H6BrOP

Question: What is the energy relative to the best compared isomer or geometry (same formula, charge and spin) in the sixth record?
Answer: 4.5810 eV

Question: Among the records above, which one has the lowest energy relative to the best compared isomer or geometry (same formula, charge and spin)?
Answer: C2H6BrOP

Question: What is the energy relative to the best compared isomer or geometry (same formula, charge and spin) in the first record?
Answer: 2.0149 eV